ORCA calculation (ωB97M-V with the def2-TZVPD basis set) on C5H9NOS in the gas phase at a distorted geometry.

The geometry in XYZ format:
```
17
Properties=species:S:1:pos:R:3:forces:R:3:mulliken_charge:R:1
C 1.385744 -1.592695 -0.187775 2.866 -0.764 -1.406 -1.074
C 0.552027 0.679093 -0.738319 0.754 -1.075 1.227 -0.222
C -0.573212 -0.717569 0.958590 0.987 0.309 1.362 -0.174
C -1.924871 -0.859779 0.342047 -0.142 3.675 -0.888 -0.387
C -1.062052 0.369212 1.971441 -2.009 3.382 -4.305 -0.508
H 2.492731 -1.446003 0.151663 -2.150 -0.224 0.105 0.254
H 1.550483 -2.058412 -1.197772 -0.435 1.580 -0.017 0.336
H 0.830460 -2.402579 0.181501 0.156 -1.394 1.593 0.451
H -0.250993 1.324471 -0.443931 -0.596 0.355 -0.006 0.274
H -0.277555 -1.504771 1.601168 0.463 -1.263 0.139 0.638
H -1.797802 -0.531179 -0.733270 -0.671 -0.443 1.000 0.262
H -2.501697 -1.764209 0.370644 -0.351 -0.304 0.610 0.311
H -0.785898 1.482578 1.860109 0.405 -1.818 -0.178 0.161
H -1.134517 0.272006 3.029122 -0.341 -1.225 0.676 0.306
N 0.502208 -0.497216 -0.005772 0.015 2.224 -1.052 0.086
O -2.417364 0.358792 1.145138 1.459 -2.282 0.891 -0.409
S 1.714527 1.248044 -1.750990 -0.410 -0.732 0.249 -0.304
```
Forces are in eV/Å.

Computed properties:
HOMO-LUMO gap: 9.15 eV
ΔE to the lowest compared entry with this formula, charge and spin: 371.9 kJ/mol
2S+1: 1
SMILES string: CN(C=S)C1COC1
Calculated total energy: -19700.449 eV

***

ORCA calculation (ωB97M-V with the def2-TZVPD basis set) on a molecular structure, C5H9NOS at a distorted geometry.

The geometry in XYZ format:
```
17
Properties=species:S:1:pos:R:3:forces:R:3:mulliken_charge:R:1
C 1.827820 -0.762627 -0.165327 3.097 -2.334 -3.050 -0.769
C -0.468874 0.442384 1.370501 2.253 0.007 -2.050 0.749
C -1.392203 0.146512 0.379960 -0.710 -1.838 2.459 -0.830
C -1.195138 -0.292152 -1.028775 0.832 -1.719 -3.719 0.699
C -0.247094 0.541958 -1.982465 -2.164 2.405 3.884 -0.770
H 1.184219 -0.797816 -1.243282 1.872 -0.288 3.653 0.242
H 2.004423 -2.041417 0.220493 -0.809 4.402 -0.662 0.275
H 3.027996 -0.432335 -0.663666 -3.626 -0.987 1.798 0.271
H -1.478372 0.727652 3.112220 1.178 -0.317 0.440 0.236
H 0.511267 0.382689 3.179488 -4.441 1.057 -0.980 0.285
H -2.321402 -0.375059 0.818264 1.146 1.128 -0.699 0.208
H -0.088597 0.191841 -3.052178 -0.353 0.327 1.745 0.241
H -1.211005 1.475127 -1.831262 3.569 -1.754 -1.193 0.249
H 0.704050 0.703346 -1.222719 -2.635 1.096 -3.028 0.287
N -0.528742 0.654015 2.720329 2.241 -0.896 -0.078 -0.539
O -1.772761 -1.242159 -1.604173 0.334 1.803 2.495 -0.613
S 1.444414 0.678040 0.992590 -1.784 -2.093 -1.015 -0.223
```
Forces are in eV/Å.

Computed properties:
HOMO-LUMO gap: 9.21 eV
ΔE to the lowest compared entry with this formula, charge and spin: 630.1 kJ/mol
2S+1: 1
Calculated total energy: -19697.773 eV

***

ORCA calculation (ωB97M-V with the def2-TZVPD basis set) on a molecular structure, C5H9NS at a distorted geometry.

The geometry in XYZ format:
```
16
Properties=species:S:1:pos:R:3:forces:R:3:mulliken_charge:R:1
C 0.373840 1.430441 0.135619 0.655 2.547 1.175 -1.269
C -0.192506 0.046818 -0.002917 -0.179 -0.557 1.210 1.643
C -1.663954 0.225028 0.066683 -4.115 -0.571 0.616 -1.297
C 0.661276 -1.034143 0.864533 -0.344 0.178 2.387 -0.899
C 0.421737 -0.644719 -1.133756 1.727 -1.381 -1.189 -0.365
H -0.373564 1.872109 0.999152 2.743 -0.305 -2.005 0.277
H 1.507097 1.405880 0.413501 -2.066 0.282 -0.259 0.380
H 0.292564 2.085457 -0.837370 -0.145 -1.436 1.861 0.267
H -2.159536 -0.780899 0.434859 0.571 1.841 -1.388 0.320
H -2.161224 0.685720 -0.951253 1.390 -1.529 2.441 0.245
H -2.008731 0.963144 0.918264 0.925 -1.328 -1.649 0.331
H 1.202896 -0.463498 1.592751 1.265 0.552 0.041 0.292
H 0.379562 -1.888010 1.543227 -1.030 0.542 -1.263 0.273
H 2.153368 -1.982753 -0.931615 -3.293 1.979 2.898 0.356
N 1.274147 -1.412054 -0.375291 2.009 -0.895 -4.266 -0.202
S 0.293028 -0.508521 -2.736386 -0.113 0.081 -0.611 -0.351
```
Forces are in eV/Å.

Computed properties:
HOMO-LUMO gap: 9.17 eV
ΔE to the lowest compared entry with this formula, charge and spin: 277.0 kJ/mol
2S+1: 1
Calculated total energy: -17653.323 eV

***

ORCA calculation (ωB97M-V with the def2-TZVPD basis set) on 2 unconnected molecules or ions with the total composition C5H9NS at a distorted geometry.

The geometry in XYZ format:
```
16
Properties=species:S:1:pos:R:3:forces:R:3:mulliken_charge:R:1
C -3.063412 0.449457 0.534211 -0.689 -0.401 -1.091 -0.238
C -0.197082 -1.477297 -0.026916 1.487 3.618 4.785 -0.686
C 0.499670 -1.070817 -1.033681 0.222 0.151 -1.988 0.044
C -1.697567 1.222988 2.628004 -2.038 -1.715 -2.322 -0.675
C 1.336446 1.510863 -0.013619 -2.481 -1.574 -0.526 -0.665
N -2.355599 0.786036 1.378974 1.160 0.943 1.228 0.058
S 1.693349 0.175397 -1.270289 0.558 0.438 0.414 -0.075
H -0.164979 -1.010167 1.036774 0.114 -0.745 -1.966 0.055
H -0.749181 -2.297445 -0.094528 -2.599 -3.225 -0.389 0.325
H 0.206808 -1.639182 -1.926057 0.907 0.441 -0.214 0.250
H -1.846544 2.266600 2.673897 0.670 1.215 0.155 0.284
H -0.712261 0.790938 2.592580 0.341 0.318 0.624 0.228
H -2.418825 0.777838 3.282540 0.495 -0.309 1.423 0.369
H 0.322820 1.813163 -0.432722 1.117 0.116 1.263 0.223
H 2.039506 2.297097 -0.188562 0.504 0.298 0.055 0.350
H 1.279267 1.163089 1.065005 0.232 0.430 -1.450 0.153
```
Forces are in eV/Å.

Computed properties:
HOMO-LUMO gap: 9.00 eV
ΔE to the lowest compared entry with this formula, charge and spin: 308.4 kJ/mol
2S+1: 1
Calculated total energy: -17652.998 eV

***

ORCA calculation (ωB97M-V with the def2-TZVPD basis set) on C5H9NS in the gas phase at a distorted geometry.

The geometry in XYZ format:
```
16
Properties=species:S:1:pos:R:3:forces:R:3:mulliken_charge:R:1
C -0.181551 0.650198 0.206051 2.421 1.024 2.019 0.484
C -1.084083 -0.452895 -0.182531 -1.425 1.374 -1.099 -0.892
C -0.169298 -1.640133 -0.146196 0.416 -1.264 0.893 -0.559
C 0.985046 0.508355 -0.725940 -2.851 -1.299 -2.871 -0.481
C 0.353766 1.915600 -0.484306 0.520 -2.587 -0.054 -0.346
H 1.205085 -0.248079 1.819904 -2.860 2.239 -1.435 0.295
H -0.456465 0.424341 2.436834 3.544 0.450 -3.459 0.284
H -2.021119 -0.416839 0.410665 0.422 -0.730 -0.513 0.417
H -1.227612 -0.360698 -1.330028 -1.043 0.306 2.084 0.253
H -0.445540 -2.155524 -0.997083 -0.374 -1.775 -1.633 0.368
H -0.138371 -2.357098 0.664068 -0.451 0.235 0.513 0.340
H 0.329951 0.078125 -1.588108 1.988 2.162 0.160 0.144
H 0.011020 2.112935 -1.516240 -0.069 1.093 1.234 0.253
H 0.875614 2.513458 0.247684 -0.248 0.748 -0.460 0.337
N 0.422972 0.549608 1.590159 -2.519 -1.345 3.721 -0.680
S 1.540585 -1.121354 -0.404934 2.529 -0.631 0.900 -0.218
```
Forces are in eV/Å.

Computed properties:
HOMO-LUMO gap: 8.91 eV
ΔE to the lowest compared entry with this formula, charge and spin: 532.3 kJ/mol
2S+1: 1
SMILES string: N[C@]12CCS[C@@H]1C2
Calculated total energy: -17650.677 eV

***

ORCA calculation (ωB97M-V with the def2-TZVPD basis set) on C5H9NS in the gas phase at a distorted geometry.

The geometry in XYZ format:
```
16
Properties=species:S:1:pos:R:3:forces:R:3:mulliken_charge:R:1
C 1.373129 -1.757370 0.145076 -0.596 -0.095 1.070 -1.336
C 0.267560 -0.760958 -0.091840 0.853 0.311 -2.949 0.516
C 0.696014 0.700841 -0.488789 -1.038 -0.508 0.674 -0.903
C -0.461160 1.100394 0.464479 0.977 0.863 0.492 0.339
C -1.739583 1.530545 -0.179760 -0.885 -0.386 -0.069 -0.506
H 2.067772 -1.376613 0.929859 -0.477 -0.459 -0.501 0.323
H 0.878530 -2.691367 0.452771 0.540 0.065 0.202 0.320
H 1.907395 -1.960822 -0.770170 0.237 0.053 -0.295 0.346
H -0.369707 -1.081028 -0.965967 0.338 -0.190 0.864 0.239
H 1.677541 1.022092 -0.164949 0.138 -0.041 0.069 0.282
H 0.485247 0.958639 -1.516081 0.261 0.130 -0.237 0.305
H -0.187092 1.781483 1.288773 -0.251 0.307 -0.502 0.323
H -1.453574 -0.592457 1.103671 0.366 -0.394 0.066 0.265
H -2.625978 1.383226 0.471619 0.469 0.207 -0.141 0.291
N -0.491201 -0.263504 1.018580 -1.240 0.162 0.792 -0.587
S -2.024892 2.006899 -1.697272 0.308 -0.025 0.463 -0.219
```
Forces are in eV/Å.

Computed properties:
HOMO-LUMO gap: 8.48 eV
ΔE to the lowest compared entry with this formula, charge and spin: 160.4 kJ/mol
2S+1: 1
SMILES string: C[C@@H]1C[C@@H](C=S)N1
Calculated total energy: -17654.531 eV

***

Number 1: HOMO -8.50 eV. Number 2: HOMO -8.81 eV. Number 3: HOMO -8.40 eV. Number 4: HOMO -8.37 eV. Number 5: HOMO -8.12 eV. Number 6: HOMO -8.82 eV.